C28H60NO12 | ωB97M-V/def2-TZVPD

Geometry as XYZ:
```
101
Properties=species:S:1:pos:R:3:mulliken_charge:R:1
N -1.6389 -43.6468 -11.2104 1.15
H -1.8975 -43.6927 -12.0961 0.09
H -1.5439 -44.5201 -10.6930 -0.19
H -2.3109 -43.0755 -10.9154 -0.33
H -0.7612 -43.0517 -11.1239 0.34
O 0.4325 -43.1470 -9.1983 -0.34
C 0.5844 -42.2829 -8.4117 0.56
O 0.3931 -42.3573 -6.9837 -0.35
C 0.1709 -43.7095 -6.5766 0.68
C 0.0186 -43.7615 -5.0696 -1.66
C 0.8982 -40.8226 -8.8273 -0.98
H 0.9625 -44.3190 -6.8165 0.19
H -0.7249 -44.0241 -7.0155 -0.10
H -0.7043 -43.1367 -5.0921 0.54
H 0.9022 -43.2489 -4.5745 0.33
H -0.2175 -44.8285 -4.9114 0.35
H 1.3551 -40.8240 -9.7714 0.36
H 1.8442 -40.5354 -8.1135 0.36
H -0.0353 -40.0996 -8.6382 0.08
O -2.4565 -46.7087 -10.0708 -0.25
C -3.1026 -47.6431 -9.6768 0.60
O -3.4743 -47.8349 -8.4350 -0.41
C -2.9449 -47.0381 -7.3654 0.36
C -3.0582 -47.7158 -6.0649 -1.20
C -3.8745 -48.7279 -10.5613 -1.06
H -3.4071 -46.2573 -7.5217 -0.03
H -1.9022 -46.7800 -7.7185 0.07
H -2.3124 -48.4628 -5.8635 0.35
H -4.0487 -48.1749 -5.9549 0.34
H -2.9414 -46.8118 -5.3590 0.30
H -3.4954 -48.5768 -11.7386 0.04
H -4.9214 -48.5399 -10.6062 0.35
H -3.6256 -49.6163 -10.2574 0.51
O -2.1916 -40.1711 -10.3936 -0.39
C -2.0878 -39.0455 -10.7635 0.55
O -2.9911 -38.1270 -10.6120 -0.38
C -4.1875 -38.3401 -9.9175 0.06
C -5.1117 -37.2882 -10.5013 -1.16
C -0.8980 -38.7057 -11.7401 -0.80
H -4.0097 -38.4069 -8.9521 0.51
H -4.5607 -39.4161 -10.2770 -0.17
H -5.1988 -37.2921 -11.6112 0.29
H -4.7932 -36.2808 -10.4378 0.40
H -6.2455 -37.6683 -10.1211 0.26
H -1.4548 -38.6422 -12.6859 0.19
H -0.2427 -39.5207 -11.6453 0.23
H -0.5021 -37.5777 -11.5422 0.32
O -4.4974 -43.8404 -12.1687 -0.26
C -5.2234 -43.3169 -12.8172 0.62
O -6.5454 -43.5793 -13.0237 -0.37
C -7.1401 -44.7688 -12.4105 -0.03
C -7.7039 -45.5068 -13.5880 -1.42
C -4.8857 -42.0652 -13.6940 -1.60
H -7.7202 -44.4084 -11.5929 0.40
H -6.3051 -45.3268 -12.0291 0.09
H -8.3189 -46.2403 -13.4089 0.58
H -6.8412 -46.0296 -14.3324 0.12
H -8.2044 -45.0057 -14.2545 0.45
H -4.6132 -41.2373 -13.1984 0.48
H -5.6522 -41.8212 -14.3991 0.53
H -4.1178 -42.0524 -14.3350 0.35
C -1.3467 -47.8432 -13.5462 -1.21
C -1.8176 -46.4187 -13.6206 1.14
O -0.9643 -45.4137 -13.4325 -0.58
C -3.3524 -46.1440 -13.8296 -1.45
H -0.5461 -48.0047 -14.2788 0.44
H -2.1013 -48.5846 -13.7227 0.41
H -0.8874 -48.0326 -12.4460 0.14
H -4.1123 -46.2964 -13.1700 0.34
H -3.6333 -46.8574 -14.7823 0.32
H -3.2817 -45.2182 -14.1906 0.51
C -0.1857 -42.5640 -15.8529 -1.24
C -0.9968 -41.8228 -14.7551 0.91
O -0.9385 -42.0694 -13.4876 -0.41
C -1.8622 -40.6650 -15.2461 -1.44
H 0.5351 -41.9319 -16.3392 0.36
H -0.7712 -43.3160 -16.5751 0.27
H 0.2187 -43.1939 -15.2566 0.40
H -2.1871 -39.9896 -14.5550 0.29
H -2.7944 -40.9427 -15.9483 0.28
H -1.2784 -40.0007 -15.7513 0.58
C 0.8805 -46.0934 -10.4589 -0.08
C 2.2650 -45.4324 -10.3448 0.84
O 2.7782 -44.8882 -11.4133 -0.64
C 3.1192 -45.8399 -9.2299 -1.11
H 0.1620 -45.5293 -9.8110 -0.32
H 1.0213 -47.0636 -10.3722 0.80
H 0.2230 -45.9543 -11.3207 -0.34
H 3.3075 -47.0725 -9.1895 0.30
H 2.4208 -45.5938 -8.4449 0.13
H 4.1362 -45.4663 -9.4787 0.35
C -4.7990 -43.3347 -6.8854 -1.27
C -4.2820 -42.9721 -8.3173 0.53
O -3.2077 -43.5767 -8.6826 -0.04
C -5.0112 -42.0748 -9.1097 -0.23
H -5.8755 -43.2239 -6.8054 0.47
H -4.6150 -42.4650 -6.0875 0.34
H -4.3639 -44.3618 -6.4340 0.07
H -4.3672 -41.7873 -9.9459 -0.31
H -5.4209 -41.2361 -8.3167 0.38
H -6.1477 -42.5693 -9.5983 0.17
```

Calculated values
E_HOMO: -11.1 eV
Relative energy (zero: lowest compared OMol25 entry of this formula, charge and spin): 54.81 kcal/mol
LUMO energy: -1.87 eV
Total charge: +1